# C12H9NO

C12H9NO as an isolated structure at a distorted geometry (ωB97M-V/def2-TZVPD, OMol25).

XYZ file:
```
23
Properties=species:S:1:pos:R:3:forces:R:3
C 3.39043 -0.80725 -0.07223 1.6 0.3 0.7
C 1.27815 -0.30722 -0.18536 -1.7 1.5 3.7
C 0.93043 -1.67611 0.37949 5.7 1.9 -2.3
C -0.31746 -2.15773 0.39612 -4.9 -0.4 -3.7
C -1.32855 -1.26713 -0.09298 2.7 -0.5 1.1
C -2.66809 -1.74020 -0.32831 1.2 -0.9 1.2
C -1.01946 0.16483 -0.12530 -2.4 -2.0 1.7
C -2.22143 0.87016 0.07738 -0.9 -1.0 -2.3
C -2.18853 2.27016 0.08236 -4.1 0.0 1.8
C -1.02204 3.03792 0.17790 4.6 -1.6 -3.1
C 0.17054 2.17761 -0.02966 2.2 3.1 -1.0
C 0.26117 0.72225 -0.01768 -2.3 0.0 -1.4
H 4.54837 -0.60594 -0.73170 -3.7 -0.5 2.6
H 2.76332 -1.98447 -0.54959 3.0 4.2 1.3
H 3.27217 -0.57691 1.41028 1.4 -1.9 -4.3
H 1.76997 -2.47846 0.33816 -2.0 1.6 0.9
H -0.50730 -3.25246 0.17903 0.2 1.2 1.3
H -3.11460 -0.10931 -0.10891 1.4 4.9 1.0
H -3.22701 2.72388 0.23748 1.6 -0.2 -0.5
H -0.74765 4.17694 -0.15529 -1.5 -2.9 1.4
H 1.13233 2.83160 -0.45546 -2.3 -2.1 1.8
N -3.62833 -2.35359 -0.16471 -0.7 -0.1 -0.7
O 2.47359 0.34142 -0.26103 0.9 -4.4 -1.4
```
Positions in Å, forces in eV/Å.

- E (eV) = -16117.05929
- ΔE to the lowest compared entry with this formula, charge and spin (kcal per mole) = 225.63
- strongest force on any atom (eV/Å) = 6.44
- charge = 0
- gap between HOMO and LUMO (eV) = 7.23

# C13H10BrMgN5O2S

C13H10BrMgN5O2S as an isolated structure at a distorted geometry (ωB97M-V/def2-TZVPD, OMol25).

XYZ file:
```
33
Properties=species:S:1:pos:R:3:forces:R:3
Mg 0.66509 -0.44743 -1.45913 0.0 -0.1 -0.3
N 0.96413 2.92388 -3.85223 0.0 0.0 -0.2
C 0.43284 1.84486 -3.26416 -0.1 0.2 0.4
S 0.83066 0.26843 -3.87888 -0.2 0.2 0.1
N -0.41912 2.14377 -2.26109 0.2 -0.4 -0.2
N -0.73064 1.01945 -1.61259 -0.6 0.3 0.0
C -1.81770 0.83734 -0.96491 0.1 -0.4 0.1
C -2.04890 -0.56040 -0.53929 0.3 -0.1 -0.4
C -3.26629 -0.96327 -0.01539 -0.3 -0.1 -0.1
C -3.49043 -2.30497 0.22784 -0.2 0.0 0.0
C -2.49545 -3.23171 -0.04842 -0.1 0.0 0.1
C -1.29534 -2.76345 -0.53651 0.2 0.5 0.0
N -1.06242 -1.46471 -0.78153 -0.5 -0.2 0.1
H 1.67350 2.79076 -4.54378 0.1 0.0 -0.1
H 0.84865 3.82378 -3.41748 0.0 0.0 0.0
H -2.58920 1.59277 -0.86513 -0.1 0.0 0.0
H -4.03027 -0.22167 0.17987 0.0 0.0 0.0
H -4.44450 -2.63165 0.62343 0.0 0.0 0.0
H -2.64017 -4.28871 0.12306 0.0 0.0 0.0
H -0.47566 -3.44836 -0.73019 0.0 0.1 0.0
Br -1.24236 -1.05730 2.49238 0.2 0.0 0.4
C 0.49708 -0.28381 2.46311 0.1 0.0 -0.2
C 1.06200 0.05231 3.67925 0.1 0.0 0.1
C 2.32054 0.63152 3.65760 -0.1 0.0 0.1
C 2.93926 0.85717 2.44166 0.1 0.1 0.1
C 2.28759 0.47503 1.28479 -0.2 -0.2 -0.1
N 1.07181 -0.10688 1.28738 0.1 0.1 0.1
C 2.94867 0.73812 -0.06630 -0.4 0.1 -0.4
O 3.91597 1.47753 -0.08813 -0.1 -0.4 -0.1
O 2.35278 0.18617 -1.07122 1.2 0.3 0.7
H 0.52754 -0.13626 4.59996 0.0 0.0 0.0
H 2.80277 0.91432 4.58444 0.0 0.0 0.0
H 3.90758 1.33335 2.35158 -0.1 -0.1 0.0
```
Positions in Å, forces in eV/Å.

- E (eV) = -111514.63954
- ΔE to the lowest compared entry with this formula, charge and spin (kcal per mole) = 2.66
- strongest force on any atom (eV/Å) = 1.42
- charge = 0
- gap between HOMO and LUMO (eV) = 7.28

# C13H10Cl2NORhS2

C13H10Cl2NORhS2 as an isolated structure (ωB97M-V/def2-TZVPD, OMol25).

XYZ file:
```
30
Properties=species:S:1:pos:R:3:forces:R:3
Rh -1.03667 0.32569 -0.44715 0.2 0.1 0.2
Cl -0.08678 -0.21438 -5.37117 0.0 0.0 0.0
C 1.01779 -0.18048 -4.04897 0.0 0.0 0.1
C 2.39539 -0.30906 -4.31022 0.0 0.0 0.1
C 3.31278 -0.28718 -3.29898 0.0 0.0 0.0
Cl 5.00288 -0.44707 -3.65958 0.0 0.0 0.0
C 2.89644 -0.12922 -1.95424 0.0 0.0 0.0
C 3.74365 -0.08592 -0.82939 0.0 0.0 0.0
C 3.20848 0.07900 0.42065 0.0 0.0 0.0
C 1.81997 0.20429 0.56840 0.0 0.0 0.1
N 1.00845 0.16870 -0.46606 -0.2 0.0 -0.1
C 1.51497 -0.00106 -1.72349 0.1 0.0 -0.1
C 0.53706 -0.02781 -2.76051 0.1 0.0 0.0
O -0.72217 0.09719 -2.43251 0.0 -0.1 -0.2
H 2.71884 -0.42652 -5.33482 0.0 0.0 0.0
H 4.81172 -0.18332 -0.96786 0.0 0.0 0.0
H 3.83609 0.11516 1.29897 0.0 0.0 0.0
H 1.36064 0.33474 1.53863 0.0 0.0 0.0
C -3.26646 1.57584 3.43851 0.0 0.0 0.0
C -2.69120 0.79991 2.28871 0.0 -0.2 0.0
S -1.83042 1.67064 1.07412 0.0 0.0 0.0
C -2.79354 -0.53500 2.11770 0.0 0.2 0.0
C -3.47279 -1.48595 3.05773 0.0 0.0 0.0
S -2.08955 -1.19241 0.68763 0.0 -0.1 0.0
H -3.07563 2.64132 3.31654 0.0 0.0 0.0
H -2.82492 1.26396 4.38692 0.0 0.0 0.0
H -4.34629 1.43453 3.50716 0.0 0.0 0.0
H -3.78517 -0.97369 3.96666 0.0 0.0 0.0
H -2.80546 -2.30233 3.33794 0.0 0.0 0.0
H -4.35812 -1.92958 2.59868 0.0 0.0 0.0
```
Positions in Å, forces in eV/Å.

- E (eV) = -66905.10663
- strongest force on any atom (eV/Å) = 0.28
- charge = 0
- gap between HOMO and LUMO (eV) = 6.73